Molecular formula: C6H14NO4
Method: DFT, ωB97M-V/def2-TZVPD

CARTESIAN COORDINATES (ANGSTROEM)
N  2.556  2.401  -0.581
O  2.515  3.583  -0.938
O  1.399  1.770  -0.420
O  3.597  1.754  -0.357
H  -0.211  1.168  -0.388
C  -1.130  0.494  -0.357
C  -2.305  1.313  0.123
C  -1.380  -0.047  -1.744
O  -0.924  -0.526  0.621
C  0.278  -1.304  0.464
C  0.121  -2.588  1.253
C  1.507  -0.588  0.947
H  -2.543  2.100  -0.594
H  -3.186  0.677  0.250
H  -2.075  1.781  1.081
H  -1.692  0.771  -2.401
H  -0.463  -0.471  -2.162
H  -2.169  -0.808  -1.746
H  0.394  -1.546  -0.601
H  1.035  -3.190  1.174
H  -0.055  -2.337  2.306
H  -0.717  -3.178  0.878
H  2.387  -1.225  0.788
H  1.654  0.365  0.387
H  1.406  -0.370  2.019

Calculated values
HOMO energy (spin up / spin down): -0.3642 / -0.3609 Ha
ΔE to the lowest compared entry with this formula, charge and spin: 0.708 eV
spin multiplicity: 2
LUMO energy (spin up / spin down): -0.33 / -4.34 eV
F_max: 3.14 eV Å⁻¹